[1]
{
  "formula": "C6H12N2",
  "method": "ωB97M-V/def2-TZVPD",
  "homo_lumo_gap_ev": 9.11,
  "e_lumo_ev": 1.1,
  "e_above_lowest_kcal_mol": 87.15,
  "smiles": "C[C@H]1C[C@H](N)[C@@H]2CN12",
  "symbols": ["C", "C", "C", "C", "N", "C", "C", "N", "H", "H", "H", "H", "H", "H", "H", "H", "H", "H", "H", "H"],
  "xyz": [[-1.365, -1.197, 1.563], [-1.048, -0.196, 0.378], [-0.262, 1.091, 0.735], [1.014, 1.131, -0.265], [0.911, 1.762, -1.564], [1.138, -0.374, -0.298], [0.817, -1.408, -1.390], [-0.180, -0.645, -0.668], [-1.854, -0.626, 2.323], [-2.125, -1.940, 1.294], [-0.384, -1.644, 1.941], [-2.046, 0.016, -0.055], [-0.897, 1.935, 0.606], [0.163, 1.085, 1.782], [1.914, 1.517, 0.229], [0.242, 1.224, -2.196], [0.499, 2.759, -1.532], [1.619, -0.793, 0.601], [0.900, -1.208, -2.443], [0.944, -2.490, -1.040]],
  "forces_ev_per_angstrom": [[1.64, 0.31, -0.83], [-1.67, -1.36, 0.32], [1.45, 0.15, 0.59], [0.60, 0.18, 1.02], [-2.07, 1.07, -1.28], [0.73, -0.06, -1.74], [-0.58, -0.96, 2.04], [0.02, -1.53, -0.34], [0.02, 0.48, 0.87], [0.61, -0.15, -0.31], [-1.49, 0.37, -0.31], [0.45, 0.28, 0.12], [-0.36, 0.94, 0.08], [-0.69, -0.07, -0.91], [-0.37, 0.51, 0.16], [1.07, 0.81, 1.32], [0.94, -2.17, 0.24], [-0.49, -0.14, -0.01], [0.02, 0.02, -0.26], [0.18, 1.33, -0.77]]
}

=====

[2]
{
  "formula": "C4H10O2",
  "method": "ωB97M-V/def2-TZVPD",
  "homo_lumo_gap_ev": 10.03,
  "e_lumo_ev": 0.7,
  "e_above_lowest_kcal_mol": 43.51,
  "smiles": "C/C=C/CO.O",
  "symbols": ["C", "C", "C", "C", "O", "H", "H", "H", "H", "H", "H", "H", "H", "O", "H", "H"],
  "xyz": [[-1.715, -1.532, 0.687], [-0.820, -0.833, -0.302], [0.460, -0.535, -0.227], [1.186, 0.073, -1.389], [2.209, 0.996, -0.999], [-1.487, -2.485, 1.183], [-1.868, -1.100, 1.699], [-2.766, -1.493, 0.409], [-1.329, -0.839, -1.258], [1.119, -0.584, 0.642], [0.477, 0.524, -2.088], [1.787, -0.620, -2.003], [1.751, 1.665, -0.470], [0.535, 2.357, 1.059], [0.795, 2.479, 1.967], [-0.335, 1.925, 1.090]],
  "forces_ev_per_angstrom": [[-0.91, 0.51, 2.56], [-0.88, -1.77, 0.56], [0.97, 0.71, -0.24], [1.18, 0.00, -0.92], [-0.84, 0.18, 0.25], [0.43, -0.57, -1.47], [0.69, 1.22, -0.39], [0.07, -0.56, -0.68], [0.26, 0.69, -0.34], [-0.57, -0.31, 0.15], [-0.11, 0.16, 0.03], [-0.57, -0.39, 0.40], [0.26, 0.09, 0.14], [-0.54, -0.13, -0.50], [0.15, 0.06, 0.48], [0.40, 0.11, -0.04]]
}

=====

What did the second record say?
{
  "formula": "C4H10O2",
  "method": "ωB97M-V/def2-TZVPD",
  "homo_lumo_gap_ev": 10.03,
  "e_lumo_ev": 0.7,
  "e_above_lowest_kcal_mol": 43.51,
  "smiles": "C/C=C/CO.O",
  "symbols": ["C", "C", "C", "C", "O", "H", "H", "H", "H", "H", "H", "H", "H", "O", "H", "H"],
  "xyz": [[-1.715, -1.532, 0.687], [-0.820, -0.833, -0.302], [0.460, -0.535, -0.227], [1.186, 0.073, -1.389], [2.209, 0.996, -0.999], [-1.487, -2.485, 1.183], [-1.868, -1.100, 1.699], [-2.766, -1.493, 0.409], [-1.329, -0.839, -1.258], [1.119, -0.584, 0.642], [0.477, 0.524, -2.088], [1.787, -0.620, -2.003], [1.751, 1.665, -0.470], [0.535, 2.357, 1.059], [0.795, 2.479, 1.967], [-0.335, 1.925, 1.090]],
  "forces_ev_per_angstrom": [[-0.91, 0.51, 2.56], [-0.88, -1.77, 0.56], [0.97, 0.71, -0.24], [1.18, 0.00, -0.92], [-0.84, 0.18, 0.25], [0.43, -0.57, -1.47], [0.69, 1.22, -0.39], [0.07, -0.56, -0.68], [0.26, 0.69, -0.34], [-0.57, -0.31, 0.15], [-0.11, 0.16, 0.03], [-0.57, -0.39, 0.40], [0.26, 0.09, 0.14], [-0.54, -0.13, -0.50], [0.15, 0.06, 0.48], [0.40, 0.11, -0.04]]
}

=====

Q: Which formula does entry 1 have?
A: C6H12N2